No. 1
Density functional theory data (ωB97M-V/def2-TZVPD) for a 2-piece molecular cluster, C20H47N2O7P2 overall in a non-equilibrium geometry.

Geometry as XYZ:
```
78
C20H47N2O7P2, DFT ωB97M-V/def2-TZVPD
C 5.17 -0.42 1.29
C 4.62 0.43 0.17
O 4.04 -0.03 -0.77
O 4.86 1.77 0.28
C 3.97 2.41 1.22
C 3.06 3.38 0.50
C 1.89 2.70 -0.21
C 0.99 3.70 -0.94
C -0.43 3.83 -0.37
C -1.48 2.73 -0.68
O -2.00 2.19 0.53
P -1.23 0.67 0.98
O -2.12 0.69 2.51
C -3.23 -0.14 2.56
C -3.89 -0.05 3.93
N -4.87 1.04 3.99
C -6.11 0.80 3.25
C -6.20 1.59 1.94
C -5.44 2.91 1.95
O -7.60 1.75 1.68
O -0.36 0.67 -0.54
C -1.07 1.48 -1.43
P -0.33 1.50 -3.12
N -0.84 -0.06 -3.64
O -1.49 2.44 -3.83
H 6.08 -0.90 0.94
H 5.42 0.19 2.16
H 4.44 -1.19 1.54
H 4.56 2.91 1.99
H 3.35 1.65 1.70
H 3.64 3.94 -0.24
H 2.68 4.11 1.22
H 2.31 1.98 -0.92
H 1.32 2.12 0.52
H 0.97 3.48 -2.01
H 1.46 4.68 -0.85
H -0.83 4.78 -0.75
H -0.36 3.91 0.71
H -2.31 3.23 -1.18
H -0.23 1.41 1.69
H -0.57 -0.57 1.38
H -2.30 -0.07 0.36
H -2.96 -1.19 2.36
H -3.97 0.15 1.81
H -3.13 0.15 4.68
H -4.36 -1.02 4.17
H -5.11 1.20 4.95
H -6.97 1.10 3.85
H -6.22 -0.27 3.02
H -5.78 0.98 1.13
H -4.42 2.75 1.62
H -5.92 3.59 1.25
H -5.42 3.36 2.94
H -7.69 2.04 0.76
H -2.05 0.97 -1.60
H -0.29 -0.74 -3.10
H -1.81 -0.23 -3.37
H -2.36 2.02 -3.83
C 1.13 -2.97 -1.22
C 2.34 -3.74 -0.71
C 3.60 -3.57 -1.55
C 3.51 -4.07 -3.00
C 3.14 -5.54 -3.14
C 4.15 -6.49 -2.52
H 0.81 -3.30 -2.21
H 0.28 -3.10 -0.54
H 1.34 -1.90 -1.26
H 2.09 -4.81 -0.63
H 2.56 -3.41 0.30
H 4.43 -4.07 -1.05
H 3.86 -2.50 -1.57
H 4.47 -3.89 -3.49
H 2.78 -3.46 -3.54
H 3.05 -5.77 -4.21
H 2.15 -5.72 -2.71
H 5.14 -6.34 -2.96
H 3.87 -7.53 -2.67
H 4.24 -6.33 -1.44
```

## Properties
net charge	-1
LUMO energy	0.0988	hartree
largest force on an atom	1.38	eV Å⁻¹
E_HOMO	-4.79	eV
gap between HOMO and LUMO	0.2748	Eh



No. 2
Density functional theory data (ωB97M-V/def2-TZVPD) for C21H41O3P3Re as an isolated structure in a non-equilibrium geometry.

Geometry as XYZ:
```
69
C21H41O3P3Re, DFT ωB97M-V/def2-TZVPD
P 3.94 -1.38 -0.12
C 3.99 -1.15 1.71
H 4.82 -1.66 2.20
H 3.03 -1.54 2.11
H 4.03 -0.07 1.94
C 4.89 -2.93 -0.45
H 5.02 -3.04 -1.54
H 4.27 -3.79 -0.11
H 5.87 -2.98 0.05
C 4.99 0.02 -0.72
H 6.07 -0.19 -0.70
H 4.79 0.94 -0.16
H 4.68 0.20 -1.76
P -1.64 5.11 -0.73
C -1.85 5.94 0.86
H -2.12 6.98 0.64
H -0.89 5.88 1.38
H -2.65 5.43 1.41
C -0.47 6.23 -1.53
H -0.36 6.01 -2.60
H 0.49 6.14 -1.01
H -0.87 7.24 -1.39
C -3.20 5.43 -1.59
H -3.50 6.43 -1.29
H -3.94 4.69 -1.25
H -3.08 5.36 -2.69
P -2.74 -3.04 0.41
C -3.49 -2.65 2.04
H -4.32 -3.30 2.35
H -3.84 -1.60 1.99
H -2.69 -2.68 2.79
C -4.14 -3.36 -0.72
H -4.93 -3.98 -0.28
H -3.77 -3.82 -1.65
H -4.57 -2.38 -0.99
C -1.90 -4.66 0.63
H -2.37 -5.36 1.33
H -0.88 -4.42 0.98
H -1.81 -5.13 -0.37
Re -0.25 0.67 -1.96
C 0.79 1.84 -0.69
O 1.45 2.48 0.02
C -1.95 1.20 -1.00
O -2.96 1.44 -0.48
C -1.43 0.52 -3.63
C -0.75 -0.72 -3.45
C 0.65 -0.71 -3.35
C 1.35 0.50 -3.29
C 0.66 1.73 -3.44
C -0.70 1.72 -3.70
H -2.50 0.59 -3.60
H -1.31 -1.62 -3.19
H 1.16 -1.65 -3.16
H 2.38 0.52 -2.99
H 1.14 2.68 -3.34
H -1.21 2.66 -3.88
C 0.70 -1.14 4.00
C 1.24 -2.59 4.16
C 0.78 -3.36 2.91
O -0.03 -2.46 2.09
C 0.00 -1.11 2.63
H -0.02 -0.91 4.79
H 1.49 -0.38 4.05
H 0.85 -3.07 5.06
H 2.34 -2.61 4.24
H 1.63 -3.72 2.31
H 0.18 -4.25 3.16
H -1.03 -0.73 2.69
H 0.52 -0.45 1.91
```

## Properties
net charge	+4
LUMO energy (alpha / beta)	-0.4670 / -0.5131	hartree
ΔE to the lowest compared entry with this formula, charge and spin	0.0	kJ/mol
largest force on an atom	8.61	eV Å⁻¹
multiplicity	4
E_HOMO (alpha / beta)	-19.41 / -19.41	eV
gap between HOMO and LUMO (alpha / beta)	0.2464 / 0.2002	Eh



No. 3
Density functional theory data (ωB97M-V/def2-TZVPD) for C35H46HgN4O2SbSe as an isolated structure in a non-equilibrium geometry.

Geometry as XYZ:
```
90
C35H46HgN4O2SbSe, DFT ωB97M-V/def2-TZVPD
Hg -0.46 0.57 0.39
C 0.40 4.33 -1.18
C 1.21 3.65 -0.07
C 1.73 4.69 0.92
C 2.35 2.79 -0.57
C 3.12 3.22 -1.65
C 4.22 2.49 -2.08
C 4.55 1.32 -1.43
C 3.80 0.85 -0.35
C 4.24 -0.43 0.33
C 5.52 -0.19 1.14
C 4.42 -1.58 -0.66
C 2.68 1.59 0.09
N 1.85 1.13 1.10
C 2.20 1.00 2.36
O 3.23 1.42 2.93
C 1.16 0.31 3.21
C 1.18 0.42 4.60
C 0.16 -0.18 5.32
C -0.85 -0.85 4.65
C -0.79 -0.90 3.26
N 0.21 -0.37 2.59
C -1.90 -1.55 2.47
O -2.58 -2.44 3.03
N -2.06 -1.04 1.26
C -2.93 -1.59 0.32
C -2.61 -2.82 -0.31
C -3.41 -3.31 -1.34
C -4.53 -2.61 -1.76
C -4.84 -1.42 -1.14
C -4.08 -0.89 -0.11
C -4.56 0.44 0.45
C -3.99 1.59 -0.39
C -4.30 0.69 1.94
C -1.40 -3.63 0.11
C -0.52 -4.04 -1.07
C -1.85 -4.87 0.90
H -0.52 4.73 -0.76
H 0.14 3.62 -1.96
H 0.96 5.15 -1.63
H 0.53 3.00 0.49
H 2.42 5.38 0.43
H 2.25 4.21 1.75
H 0.89 5.27 1.33
H 2.87 4.14 -2.15
H 4.82 2.84 -2.91
H 5.41 0.75 -1.76
H 3.45 -0.72 1.03
H 6.31 0.22 0.49
H 5.88 -1.12 1.58
H 5.31 0.53 1.93
H 5.25 -1.39 -1.34
H 3.52 -1.73 -1.24
H 4.65 -2.51 -0.12
H 1.98 0.98 5.06
H 0.13 -0.10 6.40
H -1.67 -1.34 5.15
H -3.15 -4.24 -1.82
H -5.14 -2.99 -2.57
H -5.73 -0.87 -1.47
H -5.65 0.45 0.31
H -2.91 1.63 -0.28
H -4.39 2.55 -0.04
H -4.23 1.47 -1.45
H -3.26 0.95 2.11
H -4.53 -0.20 2.53
H -4.92 1.52 2.28
H -0.80 -3.01 0.77
H -1.01 -4.79 -1.70
H 0.42 -4.46 -0.70
H -0.28 -3.17 -1.69
H -2.57 -5.46 0.32
H -2.32 -4.55 1.83
H -0.99 -5.51 1.14
C 0.68 0.00 -4.93
Sb 0.24 0.20 -2.77
C -1.56 -0.98 -2.90
C 1.48 -1.51 -2.35
H 0.47 -1.02 -5.26
H 1.74 0.22 -5.08
H 0.09 0.70 -5.51
H -1.38 -1.90 -3.46
H -2.36 -0.41 -3.38
H -1.89 -1.24 -1.89
H 1.20 -2.33 -3.01
H 1.36 -1.81 -1.31
H 2.53 -1.25 -2.53
Se -2.74 5.54 1.29
C -2.00 3.93 1.27
N -1.52 2.87 1.25
```

## Properties
net charge	-2
LUMO energy (alpha / beta)	0.1658 / 0.1606	hartree
largest force on an atom	1.12	eV Å⁻¹
multiplicity	2
E_HOMO (alpha / beta)	-1.07 / -2.51	eV
gap between HOMO and LUMO (alpha / beta)	0.2053 / 0.2528	Eh



No. 4
Density functional theory data (ωB97M-V/def2-TZVPD) for C35H28AsNO7PSTc as an isolated structure.

Geometry as XYZ:
```
75
C35H28AsNO7PSTc, DFT ωB97M-V/def2-TZVPD
Tc 0.24 0.39 -0.94
O 0.61 -1.66 2.37
C 0.63 -1.27 1.25
O 0.41 0.02 0.91
C 0.91 -2.15 -0.01
O 1.14 -3.31 0.01
O 0.87 -1.41 -1.13
C 3.89 0.53 -1.62
C 4.86 1.01 -2.69
As 6.49 -0.14 -2.61
C 7.23 0.36 -4.34
C 7.26 1.69 -4.74
C 7.85 2.06 -5.94
C 8.43 1.09 -6.75
C 8.42 -0.24 -6.34
C 7.83 -0.60 -5.15
C 5.53 -1.77 -3.14
C 5.42 -2.80 -2.22
C 4.70 -3.95 -2.53
C 4.08 -4.07 -3.76
C 4.19 -3.04 -4.69
C 4.91 -1.90 -4.38
P 2.27 1.32 -1.74
C 1.38 0.78 -3.22
C 1.67 -0.45 -3.83
C 0.81 -0.97 -4.78
C -0.36 -0.29 -5.11
C -0.67 0.91 -4.50
C 0.20 1.46 -3.56
C 2.39 3.10 -1.63
C 2.58 3.89 -2.76
C 2.73 5.26 -2.61
C 2.68 5.83 -1.35
C 2.48 5.04 -0.23
C 2.33 3.67 -0.36
H 4.26 0.76 -0.61
H 3.73 -0.55 -1.65
H 5.15 2.04 -2.51
H 4.43 0.94 -3.69
H 6.83 2.47 -4.11
H 7.86 3.09 -6.24
H 8.89 1.37 -7.68
H 8.88 -0.99 -6.97
H 7.83 -1.64 -4.85
H 5.91 -2.72 -1.26
H 4.62 -4.75 -1.80
H 3.52 -4.96 -4.00
H 3.72 -3.14 -5.66
H 5.00 -1.11 -5.12
H 2.56 -1.01 -3.56
H 1.04 -1.91 -5.25
H -1.03 -0.71 -5.84
H -1.57 1.45 -4.77
H -0.01 2.45 -3.15
H 2.61 3.45 -3.75
H 2.87 5.88 -3.48
H 2.79 6.90 -1.24
H 2.43 5.49 0.75
H 2.15 3.06 0.51
O -0.99 4.24 -2.01
S -1.36 3.75 -0.71
O -0.86 4.39 0.46
N -0.99 2.12 -0.67
C -2.09 1.36 -0.68
O -1.90 0.11 -0.78
C -3.36 2.09 -0.61
C -4.65 1.60 -0.57
C -5.68 2.54 -0.53
C -5.41 3.90 -0.54
C -4.11 4.39 -0.59
C -3.10 3.45 -0.62
H -4.85 0.54 -0.56
H -6.71 2.20 -0.49
H -6.24 4.60 -0.51
H -3.91 5.45 -0.60
```

## Properties
net charge	+1
LUMO energy (alpha / beta)	-0.1504 / -0.1886	hartree
ΔE to the lowest compared entry with this formula, charge and spin	0.0	kJ/mol
largest force on an atom	0.38	eV Å⁻¹
multiplicity	4
E_HOMO (alpha / beta)	-10.92 / -10.92	eV
gap between HOMO and LUMO (alpha / beta)	0.2509 / 0.2126	Eh



Which value of net charge does entry 3 give?
-2



Which value of largest force on an atom does entry 2 give?
8.61 eV Å⁻¹